No. 1
Here is a structure of composition C19H50CsF2NSeSi6Te2 from OMol25. Energies are from ωB97M-V/def2-TZVPD.

Calculated values
Relative energy (zero: lowest compared OMol25 entry of this formula, charge and spin) in kcal/mol: 2.73
Total charge: -2
E_HOMO in eV: -1.88
HOMO-LUMO gap in eV: 5.185

```
82
Properties=species:S:1:pos:R:3:mulliken_charge:R:1
Cs 1.58899 -2.84044 -2.02621 0.996
C 4.15560 -3.50325 5.43642 -0.960
Si 2.44560 -4.24519 5.73123 0.128
C 2.35150 -5.96980 4.97926 -0.983
C 2.16661 -4.36727 7.60398 -1.026
C 1.11461 -3.14332 4.98919 -0.837
Te 1.27274 -3.03787 2.82831 0.210
C 0.28994 -1.11704 2.71059 -0.655
Si 1.50904 0.31408 2.83839 0.180
C 0.56050 1.94238 2.97544 -0.386
C 2.58837 0.14762 4.38899 -0.757
C 2.60177 0.32566 1.31077 -0.600
H 4.94267 -4.17351 5.78965 0.342
H 4.27100 -2.54839 5.95404 0.300
H 4.31369 -3.33123 4.36959 0.323
H 3.12301 -6.62823 5.38277 0.302
H 2.48722 -5.91809 3.89612 0.335
H 1.38007 -6.43172 5.16768 0.304
H 2.94304 -4.98477 8.06273 0.279
H 1.19875 -4.81947 7.83267 0.305
H 2.19696 -3.38257 8.07583 0.293
H 1.20922 -2.11950 5.35383 0.214
H 0.11646 -3.50545 5.23846 0.513
H -0.48246 -1.10913 3.47976 0.417
H -0.20623 -1.08800 1.73736 0.155
H -0.06319 1.98217 3.87174 0.307
H -0.08868 2.07746 2.10816 -0.201
H 1.25530 2.78569 3.00928 0.311
H 1.99663 0.20383 5.30708 0.300
H 3.33298 0.94637 4.42526 0.380
H 3.12050 -0.80640 4.38467 -0.053
H 1.98576 0.44361 0.41426 0.080
H 3.16305 -0.60693 1.21187 0.324
H 3.32067 1.14737 1.34131 0.308
F 5.28025 -4.44393 -1.56021 -0.285
C 4.95762 -3.16830 -2.14411 -0.241
F 5.49670 -2.24395 -1.16878 -0.283
H 5.71574 -3.09526 -2.95088 -0.128
Se -1.34037 -7.77978 -1.00180 -0.464
C -1.71909 -8.50964 -2.58931 0.107
N -1.96358 -8.99080 -3.62134 -0.638
C -3.56151 2.67406 -5.46539 -1.026
Si -2.68280 1.20287 -4.63405 0.356
C -3.99191 -0.14732 -4.40777 -1.039
C -1.47203 0.53149 -5.93311 -1.107
Si -1.66639 1.75730 -2.59807 0.083
Te -0.88480 -0.10218 -1.24967 -0.778
Si -0.02293 3.35017 -3.08742 0.388
C -0.71541 4.98357 -3.78104 -1.052
C 0.96320 3.81591 -1.53615 -0.828
C 1.25592 2.74458 -4.35334 -1.108
Si -3.29365 2.81400 -1.28211 0.257
C -4.20195 4.35291 -1.94612 -1.087
C -2.49959 3.36980 0.34933 -0.579
C -4.66085 1.56825 -0.86147 -1.121
H -4.06456 2.37835 -6.38919 0.398
H -2.84970 3.46633 -5.71147 0.258
H -4.31219 3.10628 -4.79953 0.190
H -4.42943 -0.45803 -5.35973 0.372
H -4.80247 0.18933 -3.75658 0.262
H -3.54390 -1.02669 -3.93853 0.285
H -1.99669 0.14942 -6.81210 0.371
H -0.87990 -0.28685 -5.51519 0.282
H -0.77519 1.30241 -6.26931 0.295
H -1.43438 5.42343 -3.08534 0.202
H -1.23684 4.81756 -4.72720 0.249
H 0.07278 5.71952 -3.95776 0.394
H 0.32008 4.28889 -0.78918 0.255
H 1.78334 4.50265 -1.76071 0.397
H 1.38665 2.91813 -1.07821 0.067
H 0.80302 2.59558 -5.33603 0.267
H 1.67757 1.78689 -4.03721 0.279
H 2.08043 3.45211 -4.46983 0.376
H -3.49729 5.15125 -2.19243 0.254
H -4.91215 4.74700 -1.21538 0.384
H -4.75749 4.11495 -2.85652 0.281
H -1.85938 4.24355 0.19573 0.254
H -1.87021 2.56784 0.74066 -0.310
H -3.24005 3.62372 1.11209 0.476
H -5.29547 1.38355 -1.73306 0.230
H -5.30341 1.90762 -0.04509 0.388
H -4.21745 0.61278 -0.57054 0.271
```



No. 2
Here is the molecule C4H9N3O from OMol25. Energies are from ωB97M-V/def2-TZVPD.

Calculated values
Relative energy (zero: lowest compared OMol25 entry of this formula, charge and spin) in kcal/mol: 97.46
E_HOMO in eV: -9.20
HOMO-LUMO gap in eV: 9.950
Structure (SMILES): C/N=C\N(C)NC=O

```
17
Properties=species:S:1:pos:R:3:mulliken_charge:R:1
C -1.07949 -2.19362 -0.03300 -0.667
N -1.82535 -0.93792 0.23485 -0.401
C -1.38295 0.19264 0.00974 -0.101
N -0.01907 0.83087 -0.03784 0.069
C 0.03091 2.28020 -0.10480 -0.909
N 1.05300 0.27825 0.60517 -0.214
C 1.95133 -0.47514 -0.21869 0.087
O 2.78618 -1.35052 0.05689 -0.548
H -0.73241 -2.29577 -1.23155 0.208
H -1.72482 -3.05541 -0.03006 0.309
H -0.17388 -2.51270 0.65747 0.214
H -2.02426 0.97226 0.22427 0.488
H 0.21534 2.80017 0.92116 0.259
H 0.98386 2.56124 -0.66923 0.266
H -0.84922 2.51267 -0.80793 0.407
H 1.11718 0.41719 1.64151 0.217
H 1.67366 -0.02441 -1.21798 0.315
```



No. 3
Here is a structure of composition C25H30BeBr2Ge2NO from OMol25. Energies are from ωB97M-V/def2-TZVPD.

Calculated values
Total charge: +1
E_HOMO in eV: -11.03
HOMO-LUMO gap in eV: 5.860

```
62
Properties=species:S:1:pos:R:3:mulliken_charge:R:1
Be 0.99682 1.16414 -0.47291 -0.667
Br 5.18023 1.88888 -2.41330 -0.093
C 3.57882 2.83130 -2.50653 -0.312
C 3.46038 4.02815 -3.19519 -0.388
C 2.24504 4.75712 -3.22313 -0.066
Br 2.25656 6.37014 -4.17091 -0.172
C 1.10936 4.29682 -2.54614 0.388
C -0.18306 4.88375 -2.53126 -0.512
C -1.20059 4.26540 -1.81900 -1.011
C -1.01964 3.07471 -1.13617 0.159
N 0.20351 2.52513 -1.14718 0.163
C 1.25039 3.07380 -1.89325 0.610
C 2.46178 2.33592 -1.84985 0.544
O 2.43529 1.24731 -1.07669 -0.481
H 4.34886 4.46897 -3.65384 0.414
H -0.32976 5.84339 -3.06060 0.367
H -2.16769 4.78891 -1.78311 0.368
H -1.82645 2.53277 -0.62768 0.555
C -0.86586 1.97258 3.91226 -1.203
C -0.32935 2.12431 2.50635 -0.437
Ge 0.67837 0.62505 1.75039 0.676
C 2.41226 0.53279 2.64781 -0.515
C 2.49186 -0.11318 3.99266 -1.216
C -0.28609 -1.10174 1.99769 -0.841
C -0.68788 -1.81300 0.90640 0.448
Ge -0.13551 -0.86384 -0.73154 0.525
C 1.18392 -1.98582 -1.63013 -0.635
C 0.67320 -3.22015 -2.34132 -1.123
C -1.80456 -0.40367 -1.62669 -0.371
C -2.64290 -1.50017 -2.29003 -1.241
C -1.39768 -3.14276 1.04599 0.292
C -1.87209 -3.86754 -0.06015 0.443
C -2.69273 -4.99890 0.07797 -1.297
C -2.93947 -5.50087 1.36365 -0.344
C -2.44157 -4.84449 2.47747 -0.900
C -1.71828 -3.65697 2.31273 -0.350
H -1.28573 2.93390 4.25271 0.372
H -0.04581 1.70671 4.61415 0.230
H -1.64830 1.22227 3.97718 0.332
H 0.38065 2.96817 2.46659 0.355
H -1.11750 2.34594 1.78408 0.287
H 2.79875 1.55697 2.68726 0.349
H 3.03203 -0.02131 1.94527 0.422
H 1.91974 0.40185 4.76283 0.262
H 3.51883 -0.10921 4.36915 0.378
H 2.15618 -1.15619 3.96200 0.312
H -0.45729 -1.45942 3.01072 0.429
H 1.85424 -2.26482 -0.82798 0.402
H 1.69619 -1.34564 -2.33172 0.476
H 0.43971 -4.02887 -1.62623 0.326
H 1.43793 -3.57847 -3.02606 0.447
H -0.25475 -3.03893 -2.88731 0.205
H -1.49505 0.34482 -2.39653 0.396
H -2.38008 0.12315 -0.85498 0.271
H -2.04313 -2.21602 -2.87967 0.217
H -3.34345 -1.04198 -2.97378 0.444
H -3.20620 -2.06702 -1.54396 0.362
H -1.61630 -3.59601 -1.09460 0.578
H -3.18414 -5.47283 -0.79329 0.350
H -3.55378 -6.39994 1.49184 0.369
H -2.62946 -5.27875 3.47536 0.371
H -1.39876 -3.14660 3.23219 0.278
```



No. 4
Here is the ion C2Br2N2P with charge +1 from OMol25. Energies are from ωB97M-V/def2-TZVPD.

Calculated values
Relative energy (zero: lowest compared OMol25 entry of this formula, charge and spin) in kcal/mol: 0.00
Total charge: +1
E_HOMO in eV: -16.47
HOMO-LUMO gap in eV: 8.061

```
7
Properties=species:S:1:pos:R:3:mulliken_charge:R:1
C 0.60960 0.22417 1.45654 0.225
C -0.89443 -1.31599 -0.72322 0.148
N 0.97845 0.29571 2.51460 -0.052
N -1.22708 -2.34771 -1.01391 -0.073
P -0.05979 0.30655 -0.19682 0.444
Br -1.50123 1.82126 -0.60283 0.162
Br 2.09448 1.01601 -1.43435 0.147
```



No. 5
Here is a cluster of 2 separate species, CHO4PS in total from OMol25. Energies are from ωB97M-V/def2-TZVPD.

Calculated values
Relative energy (zero: lowest compared OMol25 entry of this formula, charge and spin) in kcal/mol: 104.52
Total charge: -2
E_HOMO in eV: 0.10
HOMO-LUMO gap in eV: 6.102

```
8
Properties=species:S:1:pos:R:3:mulliken_charge:R:1
C -1.27881 1.16719 -0.86567 -0.364
O -3.94107 0.61146 -0.72652 -0.757
O -2.45170 -1.46414 -1.00611 -0.806
O -2.47519 -0.18453 1.21820 -0.697
O 0.62158 2.60413 0.20232 -0.652
P -2.73052 -0.14366 -0.23146 0.791
S -0.59330 1.79433 0.52212 0.278
H -0.41034 1.70185 -2.18935 0.208
```



No. 6
Here is a cluster of 9 separate species, C6H30O8 in total from OMol25. Energies are from ωB97M-V/def2-TZVPD.

Calculated values
Multiplicity: 2
Total charge: +1
E_HOMO (alpha / beta) in eV: -13.94 / -13.88
HOMO-LUMO gap (alpha / beta) in eV: 11.401 / 4.649

```
44
Properties=species:S:1:pos:R:3:mulliken_charge:R:1
C 1.38269 0.18502 -2.91748 -1.290
C 0.60848 0.60051 -1.68394 -0.964
C 0.04096 -0.59377 -1.01212 2.415
C 1.10958 -1.01849 0.03910 -1.105
C -1.31547 -0.57722 -0.43938 0.791
C -1.57897 -1.93759 0.16730 -1.432
H 0.92904 -0.79424 -3.26932 0.208
H 1.29017 0.92126 -3.71636 0.416
H 2.49663 0.12299 -2.66486 0.264
H -0.21374 1.21262 -1.95359 0.327
H 1.06412 1.31833 -1.10829 1.246
H 0.22159 -1.45688 -1.84468 -1.552
H 1.72456 -1.63009 -0.64845 0.451
H 0.53999 -1.57220 0.87446 0.153
H 1.55007 -0.15487 0.45437 0.416
H -1.22341 0.21511 0.44983 -1.065
H -2.17732 -0.26214 -1.13970 0.427
H -2.71739 -2.14946 0.04982 0.348
H -1.25016 -2.85507 -0.45010 0.401
H -1.24473 -1.97789 1.25244 0.234
H -1.45096 -4.37542 1.47793 0.317
H -1.87632 -4.82171 0.08416 0.330
O -1.18019 -4.58685 0.62742 -0.621
H 1.42491 3.12801 1.25973 0.267
H 2.55009 3.64113 0.55808 0.328
O 2.16596 2.77924 0.87937 -0.637
H 3.82379 2.01477 -0.77519 0.281
H 2.53931 1.38052 -0.34681 0.168
O 3.25559 1.22876 -0.93351 -0.553
H -0.90405 0.21718 2.58677 0.441
H -0.66449 -0.75288 3.81194 0.301
O -0.23892 -0.11209 3.20720 -0.615
H -1.72808 2.10339 2.82437 0.284
H -3.06396 1.41338 2.39138 0.228
O -2.14310 1.30645 2.37263 -0.589
H -1.39806 2.09035 -0.97804 0.321
H -1.38329 1.88351 0.55451 0.345
O -1.60104 2.51324 -0.08387 -0.626
H -0.86376 -2.05698 -3.28868 0.442
H 0.56628 -2.05071 -3.13790 0.509
O -0.09318 -2.63851 -3.42351 -0.543
H 0.94149 2.51067 2.82417 0.261
H 0.08293 2.88511 3.95729 0.256
O 0.00237 2.70350 3.11153 -0.581
```